[1]
The following is a quantum chemistry calculation of a molecular structure, C28H77FO27S9Si2, from the Open Molecules 2025 dataset.

The geometry in XYZ format:
```
144
Properties=species:S:1:pos:R:3:lowdin_charge:R:1
H -1.282 -6.936 -0.246 0.12
C 0.090 0.569 -8.034 -0.25
H 6.066 3.395 -5.833 0.08
H -4.651 3.134 -1.725 0.07
O -0.518 -3.283 -1.014 -0.28
H 7.842 -0.581 3.229 0.07
H -1.275 6.496 9.929 0.08
C -1.376 3.197 6.393 -0.13
O -3.711 -4.363 9.886 -0.26
H -2.002 1.542 2.370 0.08
C -1.097 -5.938 0.146 -0.25
C 0.650 0.274 -0.907 -0.01
H 1.065 1.382 -3.134 0.06
S -0.799 0.043 3.672 0.56
H -2.001 2.174 -5.573 0.00
H 0.833 2.555 -7.635 0.07
O -1.649 -3.849 11.115 -0.27
O -1.965 4.288 8.589 -0.27
H -1.300 0.465 -1.705 0.10
O -1.061 -1.514 3.680 -0.26
O -2.892 1.892 -8.602 -0.29
H -1.256 5.775 11.550 0.08
H -0.501 0.949 -3.761 0.07
H 2.714 -2.299 -7.037 0.07
C -5.361 1.048 -10.522 -0.24
Si -2.735 2.944 -4.555 0.54
C 4.797 2.525 -0.272 -0.10
H -2.973 0.104 2.801 0.08
H 0.103 -1.400 6.240 0.08
H 8.784 -3.283 2.131 0.12
C -4.246 -2.166 8.904 -0.07
H 0.374 0.269 0.145 0.07
C -0.007 1.569 -3.011 -0.24
H -3.502 0.639 -6.149 0.02
C -0.077 -2.366 4.312 -0.24
C -3.959 0.149 -7.002 -0.11
S 2.288 -0.005 -6.795 0.55
H 0.289 4.142 -2.140 0.00
H -0.040 5.316 10.352 0.07
H -4.826 -1.262 9.085 0.08
H -3.825 -2.600 10.985 0.11
H 5.135 1.503 -0.138 0.04
H -3.614 0.858 -11.767 0.08
C -4.353 1.612 -11.501 -0.07
S -3.878 1.542 -3.239 0.47
C 5.844 3.596 -4.785 -0.07
H 9.097 -1.621 3.912 0.08
C -3.029 -3.110 -1.707 -0.11
H -3.823 2.464 -11.078 0.07
H -2.513 -6.638 9.166 0.07
H 3.891 2.705 0.302 0.09
O -5.228 1.442 -3.749 -0.38
H -4.653 -2.679 8.032 0.08
H -2.750 -3.570 -2.650 0.08
H -3.758 3.816 -5.143 0.00
C 0.265 2.024 -8.399 -0.07
C 3.316 -1.398 -7.105 -0.12
H 4.814 -1.317 -1.023 0.07
H -0.606 2.696 5.818 0.06
C 5.380 -2.069 -0.476 -0.11
H -0.546 -6.671 2.084 0.08
H -0.953 -4.950 2.064 0.06
S -1.828 -3.536 -0.495 0.56
O -0.583 2.265 8.712 -0.27
C 5.962 2.316 -3.985 -0.24
C 8.166 -1.614 3.345 -0.07
O 1.331 -0.181 -8.048 -0.26
C -3.936 2.316 -1.657 -0.17
H 4.720 -2.647 0.166 0.08
H 4.091 -1.395 -6.341 0.07
O 7.547 -0.616 -0.287 -0.27
H -2.430 -6.524 10.954 0.07
H -0.103 -5.633 -0.183 0.11
H 5.570 3.233 0.014 0.08
H -4.865 1.941 -12.406 0.08
C -2.004 4.471 10.020 -0.26
H 3.757 -1.291 -8.092 0.08
O 5.860 2.538 -2.558 -0.26
O -1.617 -4.010 8.647 -0.28
O 3.060 1.189 -6.940 -0.27
H 4.840 4.012 -4.722 0.07
C -1.995 -6.198 10.014 -0.12
C -0.183 -2.364 5.822 -0.07
H -1.204 -2.571 6.139 0.08
H 1.653 0.664 -1.049 0.06
O -5.217 2.284 -7.857 -0.26
H 0.473 -3.126 6.243 0.08
H 6.540 4.346 -4.410 0.08
H -2.960 2.714 -1.388 0.05
H -0.935 -6.436 9.978 0.08
H -1.628 4.155 5.946 0.08
H -0.376 0.458 -7.052 0.10
H -5.336 -3.277 10.395 0.12
C -2.004 0.458 2.461 -0.11
O -1.775 3.859 -3.600 -0.44
O 5.821 -0.406 1.477 -0.27
O 3.561 1.699 -2.422 -0.29
O -3.169 0.274 -3.158 -0.40
H 5.926 -2.711 -1.160 0.08
H 0.550 -0.742 -1.288 0.08
S -4.180 1.379 -8.239 0.56
H -3.042 4.712 10.241 0.12
S 6.535 -1.209 0.533 0.55
O 0.397 4.384 7.896 -0.28
H -2.238 -6.147 1.962 0.09
C -1.216 -5.925 1.656 -0.07
H -0.282 -3.358 3.915 0.11
H -4.001 -3.461 -1.370 0.08
H -0.712 2.487 -8.486 0.05
O 4.013 4.120 -2.186 -0.27
H -3.026 -2.025 -1.799 0.06
O -1.196 0.595 4.934 -0.28
H -6.060 1.810 -10.178 0.11
C -1.087 5.581 10.491 -0.07
H 6.942 1.864 -4.123 0.12
H -3.223 -1.875 8.672 0.07
H 7.400 -2.140 3.914 0.09
H -4.926 -0.265 -6.734 0.09
H 0.704 3.799 -4.443 -0.01
H -0.551 0.070 -8.758 0.12
H -1.773 3.525 10.511 0.11
H -4.273 1.595 -0.917 0.08
O -2.089 -5.103 -0.494 -0.26
H -1.725 -0.008 1.520 0.06
O -4.732 0.424 -9.378 -0.26
H -3.293 -0.620 -7.388 0.08
O 1.526 -0.217 -5.602 -0.28
O -2.221 -2.988 0.766 -0.27
H 0.920 -2.076 3.978 0.12
Si -0.172 3.402 -3.322 0.57
S -0.718 3.494 7.991 0.57
O 7.147 -2.472 1.273 -0.26
O 0.508 0.300 3.151 -0.27
C -0.414 1.089 -1.617 -0.42
F -0.750 2.193 -0.802 -0.09
S -2.126 -4.447 9.908 0.56
H -5.943 0.253 -10.984 0.12
H 5.212 1.585 -4.291 0.11
H 0.801 2.131 -9.343 0.09
S 4.408 2.764 -1.965 0.56
C -4.305 -3.063 10.123 -0.25
C 8.382 -2.281 2.002 -0.25
H 9.083 -1.720 1.382 0.11
H -2.249 2.559 6.485 0.07
```

As for the total energy: -7407.050744 Eh. Its charge is 0. The HOMO energy is -10.0 eV. The orbital gap comes out at 10.23 eV. The spin multiplicity is 1.

[2]
The following is a quantum chemistry calculation of 7 unconnected molecules or ions with the total composition C28H77N7O7, from the Open Molecules 2025 dataset.

The geometry in XYZ format:
```
119
Properties=species:S:1:pos:R:3:lowdin_charge:R:1
H 14.796 10.815 -29.139 0.08
H 17.316 13.047 -20.477 0.04
C 16.018 14.984 -29.397 -0.44
H 21.211 13.684 -24.989 0.09
H 15.841 16.477 -30.816 0.08
H 17.015 18.136 -27.017 0.09
C 20.238 13.041 -27.463 -0.18
H 14.633 14.097 -23.316 0.08
C 19.440 11.870 -28.101 -0.37
H 21.741 7.524 -23.217 0.13
H 18.365 15.098 -20.678 0.07
H 12.761 12.477 -16.640 0.08
H 16.840 14.940 -24.583 0.08
C 17.318 12.999 -22.928 -0.19
H 16.547 14.041 -29.246 0.08
N 21.756 11.207 -20.356 0.06
C 18.361 12.438 -29.037 -0.06
H 15.689 15.211 -22.288 0.08
C 16.024 13.023 -22.117 -0.42
H 14.447 12.115 -25.632 0.11
C 16.123 15.951 -28.229 -0.21
O 13.852 10.683 -16.735 -0.17
H 21.869 11.347 -21.347 0.03
H 18.814 11.469 -26.194 0.04
H 18.584 17.538 -26.668 0.09
N 22.164 9.754 -24.854 0.04
O 13.581 10.323 -26.256 -0.21
H 14.334 12.442 -15.880 0.08
H 19.817 14.558 -24.630 0.08
C 20.321 10.135 -23.386 -0.07
C 18.629 14.828 -19.648 -0.09
H 23.244 7.725 -20.548 0.09
C 17.564 17.202 -26.854 -0.10
H 15.990 9.636 -25.872 0.09
H 16.880 10.981 -25.567 0.06
H 21.722 10.567 -25.260 0.04
H 20.133 11.124 -23.826 0.07
O 17.052 12.894 -24.299 -0.19
C 21.817 9.831 -23.419 -0.40
H 19.969 10.202 -22.353 0.05
H 21.026 13.760 -19.902 0.13
H 15.673 15.492 -27.339 0.11
C 15.610 11.103 -27.186 -0.41
H 13.013 11.575 -15.065 0.08
H 16.509 13.948 -26.001 0.08
H 22.342 10.619 -22.890 0.12
H 20.478 13.818 -28.197 0.13
H 16.872 11.008 -18.131 0.06
C 20.434 14.274 -25.486 -0.09
H 19.626 9.539 -23.977 0.09
C 15.183 14.249 -22.380 -0.07
H 17.917 13.884 -22.677 0.12
C 15.371 10.230 -28.416 -0.06
C 20.326 11.339 -18.398 -0.05
H 12.300 11.086 -24.809 0.08
H 15.674 10.892 -20.342 0.02
H 18.833 12.632 -30.001 0.09
C 13.421 11.855 -16.032 -0.10
N 15.127 10.052 -20.135 0.03
C 20.453 11.641 -19.885 -0.44
C 15.036 9.928 -18.686 -0.44
O 18.915 13.424 -19.666 -0.26
O 17.451 16.378 -27.992 -0.18
H 17.460 11.840 -29.166 0.06
C 17.156 14.045 -25.131 -0.09
N 14.674 14.402 -29.561 0.03
H 13.625 12.132 -27.177 0.12
H 15.493 16.840 -28.374 0.13
C 22.175 7.513 -20.670 -0.12
H 20.384 10.281 -18.135 0.08
H 21.672 8.952 -25.231 0.07
C 22.076 8.460 -22.765 -0.17
H 14.667 8.931 -18.444 0.14
H 23.167 8.372 -22.690 0.12
H 14.467 13.951 -30.442 0.07
H 11.667 11.009 -26.454 0.09
H 17.950 13.355 -28.616 0.05
H 14.219 10.320 -20.512 0.06
C 14.277 11.521 -26.539 -0.19
C 20.198 13.122 -20.216 -0.17
H 14.795 9.338 -28.170 0.08
H 16.291 9.853 -28.862 0.07
H 18.048 10.612 -27.458 0.01
H 16.095 12.009 -27.554 0.10
C 12.286 10.480 -25.720 -0.10
H 17.186 16.650 -25.990 0.07
H 14.292 14.304 -21.745 0.08
H 15.739 13.482 -20.111 0.07
N 18.894 10.975 -27.066 0.06
H 20.842 15.154 -25.985 0.10
H 14.896 11.950 -18.107 0.11
O 19.553 13.563 -26.347 -0.26
H 13.409 11.242 -18.729 0.12
H 18.176 14.238 -25.489 0.05
H 17.881 12.079 -22.740 0.13
H 17.708 14.991 -19.092 0.09
H 11.910 9.471 -25.572 0.09
C 16.502 15.611 -30.707 -0.05
H 17.480 16.072 -30.564 0.07
H 21.191 12.653 -27.084 0.12
H 17.091 9.351 -18.785 0.08
C 14.252 11.067 -18.047 -0.24
O 21.567 8.552 -21.415 -0.23
H 21.813 10.203 -20.224 0.06
C 16.484 9.987 -18.142 -0.06
H 21.182 11.823 -17.920 0.08
H 19.360 11.669 -18.019 0.06
H 19.627 11.088 -20.356 0.12
H 16.437 14.882 -31.509 0.08
H 13.987 15.151 -29.511 0.07
H 15.395 12.199 -22.477 0.13
H 21.977 6.487 -20.982 0.09
N 16.532 10.379 -26.302 0.03
N 16.327 12.906 -20.693 0.06
H 16.468 9.682 -17.094 0.08
H 20.016 13.174 -21.297 0.11
H 20.129 11.341 -28.767 0.12
H 21.853 7.638 -19.632 0.09
H 19.460 15.448 -19.315 0.09
```

As for the total energy: -2022.759096 Eh. Its charge is 0. The HOMO energy is -8.4 eV. The orbital gap comes out at 8.87 eV. As for the energy above the lowest of the compared OMol25 structures with the same formula, charge and spin: 3.057 eV. As for the SMILES: COC[C@H](C)N.COC[C@H](C)N.COC[C@H](C)N.COC[C@H](C)N.COC[C@H](C)N.COC[C@H](C)N.COC[C@H](C)N. The spin multiplicity is 1.

| no. | largest force on an atom (eV/A) |
| --- | --- |
| 1 | 1.05 |
| 2 | 3.49 |